88
Properties=species:S:1:pos:R:3:forces:R:3:lowdin_charge:R:1 method="wB97M-V/def2-TZVPD" molar_mass_g_mol=787.5 e_tot_ev=-122174.20033 charge=+2 homo_lumo_gap_ev=4.77 e_lumo_ev=-8.7
Tc 0.038053 1.490852 -0.748566 0.968 -2.220 0.359 1.41
C 4.218187 2.538869 -1.767138 -0.019 0.474 -0.222 -0.11
Si 2.796729 1.387732 -1.526553 -0.256 -0.485 0.001 0.50
C 3.279718 -0.375206 -1.454998 0.265 -0.088 0.178 -0.15
C 1.436910 1.575288 -2.857416 -0.351 0.436 0.319 -0.16
C 1.831479 2.074310 0.028627 -1.008 0.187 0.467 -0.38
C 1.510239 3.528611 -0.218165 0.097 -0.010 -0.047 -0.39
C 2.198546 4.658988 0.176262 0.131 0.063 0.177 -0.01
C 1.644151 5.900503 -0.114472 0.009 0.023 0.028 0.01
C 0.419723 5.981733 -0.765235 0.044 0.055 0.002 -0.01
C -0.207262 4.810551 -1.147090 0.168 -0.124 0.058 -0.06
N 0.355023 3.622733 -0.901804 -0.208 0.961 -0.234 -0.05
Si 2.522933 1.659396 1.804151 -0.238 -0.428 0.238 0.48
C 2.430467 -0.171591 2.061425 0.005 -0.116 -0.221 -0.15
C 4.272275 2.226744 2.028103 0.166 0.227 -0.167 -0.15
C 1.296542 2.504830 2.913433 -0.029 0.195 0.032 -0.14
H 4.695517 2.307454 -2.725965 -0.040 -0.010 0.099 0.07
H 4.960036 2.404383 -0.976042 -0.104 -0.064 -0.033 0.05
H 3.913905 3.586977 -1.784375 0.084 -0.054 -0.043 0.05
H 3.733550 -0.646950 -2.415248 -0.060 -0.022 0.064 0.07
H 2.423017 -1.024647 -1.292530 0.057 -0.026 -0.049 0.00
H 4.020959 -0.577510 -0.676379 -0.039 0.035 -0.091 0.05
H 1.790087 1.103767 -3.779840 -0.281 -0.329 0.159 0.09
H 1.201468 2.613878 -3.084581 0.025 -0.048 -0.092 0.05
H 0.451958 1.014423 -2.668435 0.081 -0.123 -0.412 0.03
H 3.139611 4.570739 0.704331 -0.076 0.055 -0.030 0.11
H 2.161770 6.804746 0.182938 -0.022 -0.047 -0.017 0.13
H -0.042744 6.936066 -0.977216 0.037 -0.030 0.002 0.13
H -1.162244 4.813495 -1.656412 0.005 -0.042 -0.005 0.13
H 3.121218 -0.732574 1.424398 -0.080 0.024 0.084 0.04
H 1.418227 -0.550896 1.891457 0.138 -0.007 0.127 0.00
H 2.694171 -0.393043 3.101887 -0.067 0.004 -0.087 0.07
H 4.961402 1.701880 1.359927 -0.023 0.031 0.073 0.04
H 4.559932 1.971748 3.053866 -0.016 0.010 -0.073 0.06
H 4.426860 3.301968 1.909738 0.032 -0.101 0.032 0.03
H 0.288201 2.136621 2.694308 0.053 0.033 0.071 0.04
H 1.299410 3.593535 2.807401 -0.036 -0.087 0.040 0.04
H 1.520895 2.272104 3.959486 -0.029 0.014 -0.091 0.06
O -3.799414 1.916205 -1.756528 0.025 -0.006 0.226 0.08
C -4.449798 1.785694 -0.560833 0.187 0.110 -0.161 -0.25
C -5.810185 2.038911 -0.579743 -0.250 0.045 -0.005 0.01
C -6.558126 1.900401 0.575954 0.038 -0.005 -0.066 -0.03
C -5.968420 1.457248 1.758211 -0.104 0.030 0.067 -0.05
C -4.625174 1.170236 1.772936 0.103 -0.120 0.171 0.00
C -3.840431 1.364732 0.628676 0.170 0.238 -0.028 -0.10
C -2.409780 1.070032 0.740821 -0.037 -0.221 -0.081 -0.46
O -1.938197 0.107906 1.283030 0.159 0.194 0.215 0.06
O -1.538794 1.987329 0.133662 -0.084 -0.251 -0.425 -0.21
H -2.857785 1.763781 -1.639719 -0.066 0.080 0.030 0.07
H -6.263319 2.342112 -1.515592 0.015 0.008 0.064 0.13
H -7.615275 2.132963 0.556893 0.026 -0.031 -0.027 0.12
H -6.557374 1.346115 2.658531 0.008 -0.023 -0.049 0.12
H -4.149545 0.808445 2.678390 -0.014 0.057 -0.085 0.13
C -0.125791 -0.238673 -0.339038 0.601 2.012 -0.526 -0.08
Ge -0.331785 -2.227090 -0.097886 -0.157 -1.021 0.289 0.97
C 0.120174 -2.811015 1.697698 0.043 0.299 -0.040 -0.29
C 1.056350 -3.823641 1.911928 -0.007 0.183 0.223 -0.10
C 1.365700 -4.215977 3.210011 -0.047 -0.042 -0.039 -0.06
C 0.734762 -3.614120 4.290249 0.009 0.011 0.005 -0.06
C -0.221962 -2.628576 4.078644 -0.094 0.025 -0.136 -0.06
C -0.543529 -2.232194 2.785633 0.240 -0.108 0.093 -0.11
C 0.806706 -2.827728 -1.555277 -0.091 0.092 -0.229 -0.31
C 0.275228 -2.620563 -2.836990 0.195 -0.073 0.095 -0.11
C 0.949985 -3.077374 -3.962846 -0.003 0.101 0.058 -0.06
C 2.161283 -3.744097 -3.816877 -0.001 0.022 -0.001 -0.06
C 2.698189 -3.948510 -2.551400 -0.024 0.028 -0.032 -0.06
C 2.031682 -3.484102 -1.424600 -0.107 -0.011 -0.132 -0.12
C -2.131822 -2.821565 -0.492327 -0.191 0.576 -0.093 -0.28
C -2.276847 -4.205141 -0.554670 -0.054 -0.010 -0.097 -0.09
C -3.523486 -4.758608 -0.809637 -0.003 -0.043 0.082 -0.06
C -4.634038 -3.937941 -0.966186 0.030 -0.043 0.001 -0.06
C -4.493398 -2.560062 -0.911689 0.061 0.172 0.051 -0.06
C -3.242990 -1.999402 -0.677762 0.062 -0.184 -0.127 -0.09
H 1.547856 -4.317965 1.086687 -0.037 -0.016 0.033 0.08
H 2.100764 -4.995316 3.372332 -0.064 0.017 0.009 0.11
H 0.978319 -3.922692 5.299712 0.004 0.016 -0.049 0.11
H -0.727800 -2.165267 4.917428 0.026 -0.071 -0.005 0.11
H -1.294890 -1.467318 2.631098 0.093 -0.144 0.052 0.08
H -0.684476 -2.120765 -2.953253 0.023 -0.119 -0.016 0.10
H 0.523647 -2.926653 -4.947620 0.035 -0.017 0.038 0.11
H 2.686243 -4.107536 -4.692318 -0.038 -0.011 0.051 0.12
H 3.635273 -4.478993 -2.441478 0.000 0.018 -0.003 0.12
H 2.478948 -3.635131 -0.452076 0.030 0.026 -0.037 0.09
H -1.420648 -4.858233 -0.411293 -0.046 0.001 -0.022 0.11
H -3.627763 -5.834314 -0.875928 -0.022 0.034 0.043 0.12
H -5.611333 -4.375167 -1.122691 0.026 -0.005 -0.065 0.11
H -5.352981 -1.912637 -1.042375 0.018 -0.062 -0.002 0.11
H -3.144832 -0.920279 -0.643209 -0.065 -0.128 -0.020 0.07